Computed, not measured: a molecular structure, C51H28Cl4IrN5O3S in a non-equilibrium geometry, with the ωB97M-V functional and the def2-TZVPD basis.

Cartesian coordinates (Å):
Ir (0.13, 0.33, 0.01)
Cl (6.48, -1.57, 6.67)
C (5.20, -1.23, 5.55)
C (4.58, -2.27, 4.89)
C (3.60, -2.00, 3.95)
C (3.24, -0.69, 3.66)
C (3.86, 0.35, 4.35)
C (4.84, 0.09, 5.30)
C (2.29, -0.37, 2.56)
C (2.81, 0.23, 1.43)
C (4.20, 0.50, 1.19)
C (4.29, 1.22, 0.05)
C (2.96, 1.40, -0.45)
C (2.64, 2.09, -1.62)
C (3.68, 3.02, -2.15)
C (4.24, 3.95, -1.28)
C (5.23, 4.83, -1.70)
C (5.66, 4.78, -3.01)
Cl (6.92, 5.85, -3.54)
C (5.11, 3.88, -3.91)
C (4.13, 3.00, -3.47)
C (1.41, 1.95, -2.28)
N (0.32, 1.29, -1.78)
C (-0.66, 1.39, -2.72)
C (-2.01, 1.10, -2.54)
C (-2.88, 1.20, -3.74)
C (-3.91, 2.12, -3.84)
C (-4.62, 2.29, -5.02)
C (-4.30, 1.50, -6.12)
Cl (-5.13, 1.75, -7.62)
C (-3.32, 0.53, -6.03)
C (-2.60, 0.39, -4.85)
C (-2.58, 0.83, -1.29)
C (-3.99, 0.75, -1.02)
C (-4.12, 0.48, 0.30)
C (-2.80, 0.34, 0.84)
N (-1.89, 0.59, -0.14)
C (-2.53, -0.13, 2.13)
C (-1.26, -0.44, 2.61)
C (-0.97, -0.95, 3.93)
C (0.38, -1.03, 4.03)
C (0.93, -0.56, 2.79)
N (-0.08, -0.23, 1.94)
C (-3.67, -0.23, 3.08)
C (-4.35, 0.93, 3.43)
C (-5.35, 0.90, 4.39)
C (-5.68, -0.31, 4.99)
Cl (-6.90, -0.35, 6.22)
C (-5.04, -1.48, 4.62)
C (-4.04, -1.44, 3.67)
C (-0.17, 2.11, -3.86)
C (1.09, 2.49, -3.57)
N (2.07, 0.76, 0.38)
H (4.89, -3.29, 5.08)
H (3.12, -2.81, 3.40)
H (3.59, 1.37, 4.14)
H (5.33, 0.89, 5.82)
H (5.01, 0.15, 1.82)
H (5.18, 1.58, -0.44)
H (3.89, 3.99, -0.26)
H (5.66, 5.54, -1.01)
H (5.45, 3.86, -4.93)
H (3.75, 2.25, -4.15)
H (-4.14, 2.76, -2.99)
H (-5.39, 3.04, -5.10)
H (-3.10, -0.11, -6.87)
H (-1.83, -0.37, -4.76)
H (-4.77, 0.87, -1.74)
H (-5.04, 0.34, 0.85)
H (-1.70, -1.19, 4.68)
H (0.94, -1.36, 4.89)
H (-4.07, 1.86, 2.97)
H (-5.86, 1.80, 4.68)
H (-5.33, -2.42, 5.08)
H (-3.54, -2.35, 3.36)
H (-0.73, 2.33, -4.76)
H (1.73, 3.11, -4.18)
O (-2.86, -1.95, -1.16)
S (-1.56, -2.22, -1.70)
O (-1.35, -1.86, -3.08)
N (-0.36, -1.60, -0.76)
C (0.45, -2.57, -0.21)
O (1.38, -2.37, 0.53)
C (0.01, -3.94, -0.62)
C (0.56, -5.15, -0.25)
C (-0.08, -6.31, -0.68)
C (-1.22, -6.26, -1.47)
C (-1.75, -5.04, -1.87)
C (-1.11, -3.90, -1.42)
H (1.45, -5.19, 0.36)
H (0.32, -7.28, -0.38)
H (-1.71, -7.18, -1.77)
H (-2.62, -4.98, -2.50)

Computed properties:
* HOMO energy (spin up / spin down): -7.40 / -7.40 eV
* maximum force: 1.83 eV Å⁻¹

Mulliken atomic charge list, values in e, 4 entries:
1 Ir 0.9484
2 Cl -0.2169
3 C 0.4027
4 C -1.0118